14
Properties=species:S:1:pos:R:3:forces:R:3 method="wB97M-V/def2-TZVPD" total_charge=0 de_lowest_ev=1.326 smiles="CC(=O)[C@@H](C)O" gap_ha=0.37730 energy_ha=-307.66372 lumo_ha=0.024 e_homo_ev=-9.62 spin_multiplicity=1
C -0.549364 -0.415525 1.902030 -0.107 0.021 0.016
C 0.290192 0.019095 0.718603 0.470 0.024 0.221
O 1.491835 0.041636 0.882544 -0.243 -0.009 0.220
C -0.252480 0.435055 -0.659158 0.488 0.303 0.091
C 0.959524 0.246407 -1.638751 -0.297 -0.055 -0.161
O -1.589469 0.001276 -0.923971 0.395 -0.349 -0.330
H -0.189397 0.185263 2.743437 -0.188 -0.100 -0.073
H -0.270822 -1.451500 2.130178 -0.144 0.147 -0.067
H -1.632930 -0.328616 1.812455 0.151 0.045 -0.164
H -0.421424 1.517520 -0.648607 0.284 0.027 0.352
H 1.826400 0.769274 -1.205274 -0.584 -0.062 -0.048
H 0.792830 0.695995 -2.618265 -0.323 -0.195 0.017
H 1.317475 -0.784841 -1.750326 -0.459 0.075 -0.005
H -1.772370 -0.931038 -0.744896 0.556 0.128 -0.070